[1]
Below is 12 unconnected molecules or ions with the total composition C36H72O36, with properties calculated with ωB97M-V/def2-TZVPD.

Properties
**SMILES**: COC(=O)OC.COC(=O)OC.COC(=O)OC.COC(=O)OC.COC(=O)OC.COC(=O)OC.COC(=O)OC.COC(=O)OC.COC(=O)OC.COC(=O)OC.COC(=O)OC.COC(=O)OC
**Spin multiplicity**: 1
**Calculated total energy**: -112207.4690 eV
**LUMO energy**: 0.4 eV
**E_HOMO**: -10.60 eV
**Energy relative to the best compared isomer or geometry (same formula, charge and spin)**: 1.865 eV
**Strongest force on any atom**: 5.71 eV/Å

Each line ends with the Löwdin charge.
Atoms and positions in Å:
C (-5.8695, 0.3378, 2.8915)  -0.0224
O (-7.0328, 0.9709, 3.4173)  0.0310
C (-7.8389, 0.2492, 4.1528)  -0.6875
O (-7.7942, -0.9132, 4.2667)  0.1608
O (-8.7426, 1.0214, 4.7028)  0.0161
C (-9.5535, 0.5004, 5.7497)  -0.0329
H (-5.4027, -0.3693, 3.5785)  0.1120
H (-5.1463, 1.0922, 2.5978)  0.0564
H (-6.0664, -0.2329, 1.9822)  0.0784
H (-10.3428, -0.1541, 5.3935)  0.0961
H (-9.9811, 1.3762, 6.2352)  0.0938
H (-8.9471, 0.0171, 6.5174)  0.0996
C (-3.0065, 3.5656, 3.0952)  -0.0707
O (-1.6306, 3.3892, 3.1043)  -0.0001
C (-0.9927, 2.9547, 4.1900)  -0.6239
O (-1.4883, 2.8169, 5.2520)  0.1610
O (0.2933, 2.8483, 3.8619)  0.0010
C (1.2306, 2.2749, 4.8124)  0.0026
H (-3.3749, 4.1757, 3.9303)  0.1068
H (-3.5527, 2.6339, 3.2431)  0.0770
H (-3.3065, 4.0895, 2.1976)  0.0809
H (1.2639, 1.1929, 4.7033)  0.0868
H (0.9786, 2.5580, 5.8294)  0.0943
H (2.1804, 2.6776, 4.4748)  0.0889
C (-5.9951, 3.8089, 0.3858)  -0.0323
O (-6.9036, 3.6672, -0.7038)  0.0124
C (-6.7487, 2.5938, -1.4829)  -0.6045
O (-5.7340, 1.9520, -1.5972)  0.1144
O (-7.9093, 2.3326, -2.0572)  0.0212
C (-8.0529, 1.0780, -2.7444)  -0.0168
H (-6.3134, 3.1640, 1.2096)  0.0961
H (-5.9018, 4.8521, 0.6683)  0.0954
H (-4.9732, 3.5047, 0.1239)  0.0781
H (-7.2029, 0.4073, -2.5756)  0.0766
H (-7.9407, 1.2805, -3.8194)  0.1017
H (-8.9817, 0.5840, -2.5027)  0.0928
C (5.5338, 1.9531, 2.6769)  0.0017
O (4.1333, 1.5924, 2.8115)  -0.0150
C (3.8222, 0.3102, 2.7882)  -0.6065
O (4.5951, -0.5915, 2.9669)  0.1352
O (2.4916, 0.1909, 2.6053)  -0.0231
C (1.8791, -1.0965, 2.6100)  -0.0305
H (5.9454, 1.5739, 1.7419)  0.0986
H (6.1117, 1.5049, 3.4926)  0.0960
H (5.5630, 3.0322, 2.7368)  0.0910
H (0.9677, -0.9963, 2.0207)  0.0798
H (1.6200, -1.4482, 3.6145)  0.1008
H (2.4451, -1.9311, 2.1826)  0.0873
C (5.6234, -7.0583, -1.5992)  -0.0320
O (6.2557, -6.0259, -2.3283)  0.0477
C (5.6651, -4.9003, -2.5660)  -0.7120
O (6.1310, -4.1060, -3.2482)  0.2071
O (4.4996, -4.8026, -1.9529)  -0.0073
C (3.7638, -3.6432, -2.2184)  -0.0609
H (4.5429, -6.9335, -1.5202)  0.0955
H (6.0046, -7.0153, -0.5770)  0.0975
H (5.8162, -8.0212, -2.0561)  0.0939
H (3.3558, -3.6268, -3.2328)  0.1108
H (4.3163, -2.7176, -2.0849)  0.0696
H (2.8893, -3.5976, -1.5710)  0.0952
C (7.6521, -0.1926, -2.8773)  -0.0296
O (6.4229, -0.4341, -3.5398)  0.0136
C (5.3408, -0.1241, -2.8433)  -0.6381
O (5.3188, 0.2456, -1.7133)  0.1334
O (4.2728, -0.3317, -3.6102)  0.0158
C (3.0079, -0.1237, -3.0421)  -0.0520
H (7.6758, -0.8442, -2.0128)  0.0989
H (7.7127, 0.8567, -2.5850)  0.0970
H (8.4506, -0.3424, -3.5906)  0.0958
H (2.9824, 0.6443, -2.2727)  0.1000
H (2.6652, -1.0631, -2.6202)  0.0634
H (2.3150, 0.1481, -3.8329)  0.0774
C (-2.1634, -2.4914, -3.6163)  -0.0609
O (-1.0510, -2.8498, -4.3852)  0.0385
C (-0.0773, -1.9906, -4.5865)  -0.6511
O (0.0445, -0.9591, -4.0302)  0.1311
O (0.6986, -2.4276, -5.5471)  0.0234
C (1.4786, -1.4655, -6.2499)  -0.0122
H (-1.9626, -2.2501, -2.5696)  0.0645
H (-2.8772, -3.3089, -3.5720)  0.0989
H (-2.6947, -1.5949, -3.9473)  0.1083
H (1.9413, -1.9177, -7.1110)  0.0974
H (2.1580, -0.9274, -5.5930)  0.0731
H (0.7841, -0.6931, -6.6071)  0.1073
C (-1.2147, 5.5691, 0.1272)  -0.0405
O (-1.5417, 4.4763, -0.7256)  -0.0267
C (-0.6429, 4.2108, -1.7132)  -0.6019
O (0.2573, 4.9263, -2.0052)  0.1593
O (-0.9758, 3.0098, -2.1960)  0.0049
C (-0.1079, 2.3154, -3.0610)  -0.0387
H (-1.8442, 5.4668, 1.0082)  0.0750
H (-1.3301, 6.5255, -0.3699)  0.0965
H (-0.1969, 5.4677, 0.5107)  0.0967
H (0.0539, 2.7672, -4.0313)  0.1030
H (-0.4697, 1.2890, -3.1280)  0.0675
H (0.8566, 2.0986, -2.5886)  0.0865
C (5.1017, -2.4814, 0.5962)  -0.0601
O (4.9746, -3.4048, 1.6518)  0.0378
C (6.0208, -4.1566, 1.8843)  -0.6948
O (7.0449, -4.1204, 1.3213)  0.1650
O (5.7127, -4.9257, 2.8819)  0.0342
C (6.7845, -5.5332, 3.5810)  -0.0422
H (4.1300, -2.0749, 0.3144)  0.0801
H (5.4939, -2.8960, -0.3331)  0.0806
H (5.7268, -1.6178, 0.8204)  0.0995
H (7.6881, -5.5590, 2.9525)  0.0957
H (6.6490, -6.6134, 3.7500)  0.0935
H (6.9719, -5.1072, 4.5660)  0.0958
C (1.8893, 2.9153, 0.6040)  -0.0282
O (2.3979, 3.3950, -0.6186)  -0.0073
C (3.5222, 4.1325, -0.5345)  -0.5879
O (4.0539, 4.5170, 0.4602)  0.1367
O (3.9187, 4.4499, -1.7731)  0.0139
C (5.1948, 4.9875, -1.8266)  -0.0779
H (2.1404, 3.5398, 1.4558)  0.0964
H (2.2760, 1.9230, 0.8291)  0.0833
H (0.8104, 2.8604, 0.4848)  0.0959
H (5.2325, 5.9535, -1.3218)  0.0986
H (5.4848, 5.0465, -2.8668)  0.0952
H (5.9425, 4.3984, -1.2947)  0.0967
C (-3.0565, 0.9306, 0.6367)  0.0079
O (-1.7351, 0.3822, 0.7479)  0.0256
C (-1.1915, -0.1048, -0.3490)  -0.6304
O (-1.6895, -0.1705, -1.4237)  0.1459
O (0.0705, -0.3664, -0.0557)  -0.0030
C (0.7575, -1.2854, -0.8682)  -0.0482
H (-3.0974, 1.7023, -0.1276)  0.1047
H (-3.2025, 1.3144, 1.6355)  0.0599
H (-3.7462, 0.1088, 0.4470)  0.0808
H (0.2985, -2.2900, -0.7606)  0.1167
H (1.7362, -1.6185, -0.5106)  0.0785
H (0.7407, -0.9829, -1.9082)  0.0593
C (-4.8566, -1.3765, -1.4395)  -0.0400
O (-5.3916, -1.4872, -0.1296)  -0.0118
C (-5.8507, -2.6476, 0.2680)  -0.6733
O (-5.6845, -3.6582, -0.3304)  0.1536
O (-6.3621, -2.5195, 1.4541)  -0.0013
C (-7.0601, -3.5817, 2.0592)  -0.0200
H (-5.5737, -1.7177, -2.1945)  0.1037
H (-3.9934, -2.0399, -1.4545)  0.0862
H (-4.6251, -0.3596, -1.7308)  0.0803
H (-7.9796, -3.7890, 1.5078)  0.1038
H (-7.3568, -3.2261, 3.0366)  0.0842
H (-6.4437, -4.4752, 2.0563)  0.0992

Cartesian forces (eV/Å) of the 3 atoms listed first:
C 0.39 -0.78 -0.72
O 0.99 1.33 -0.55
C -0.39 1.28 -0.36

[2]
Below is a molecular structure, C31H20Br3N5O3Ru, with properties calculated with ωB97M-V/def2-TZVPD.

Properties
**Spin multiplicity**: 2
**Calculated total energy**: -258769.9842 eV
**Expectation value of S²**: 0.785
**LUMO energy (alpha / beta)**: -4.4 / -4.3 eV
**E_HOMO (alpha / beta)**: -9.91 / -9.90 eV
**Energy relative to the best compared isomer or geometry (same formula, charge and spin)**: 2.166 eV
**Total charge**: +1
**Strongest force on any atom**: 2.93 eV/Å

Each line ends with the natural charge from an NBO analysis.
Atoms and positions in Å:
Ru (-0.1012, 0.3611, -0.1861)  1.2392
Br (-5.2727, 5.5980, -1.6030)  0.0923
C (-4.0579, 4.1471, -1.5359)  -0.1298
C (-3.9840, 3.2715, -2.6189)  -0.1473
C (-3.1115, 2.2082, -2.5546)  -0.2862
C (-2.2817, 1.9801, -1.4346)  0.4949
O (-1.4999, 0.9598, -1.4362)  -0.6601
C (-2.3470, 2.9126, -0.3265)  -0.2510
C (-1.5413, 2.7984, 0.8288)  0.2085
N (-0.5957, 1.8848, 1.0693)  -0.5031
C (0.1090, 1.8709, 2.2473)  0.1125
C (-0.0834, 2.7035, 3.3667)  -0.2004
C (0.7323, 2.5950, 4.4801)  -0.1833
C (1.7858, 1.7006, 4.5224)  -0.1709
C (2.0117, 0.8304, 3.4426)  -0.1030
C (3.0455, -0.1307, 3.4010)  -0.0936
C (3.1378, -0.9818, 2.3168)  -0.2088
C (2.2257, -0.8800, 1.2760)  0.0780
N (1.2705, 0.0573, 1.2594)  -0.4215
C (1.1497, 0.8994, 2.3139)  0.2186
C (-3.2631, 3.9760, -0.4150)  -0.1516
H (-4.6043, 3.4265, -3.4881)  0.2454
H (-3.0362, 1.5119, -3.3760)  0.2422
H (-1.6919, 3.5728, 1.5739)  0.1993
H (-0.8674, 3.4412, 3.3834)  0.2231
H (0.5463, 3.2372, 5.3271)  0.2373
H (2.4439, 1.6625, 5.3740)  0.2331
H (3.7408, -0.1925, 4.2234)  0.2354
H (3.8995, -1.7437, 2.2678)  0.2374
H (2.2429, -1.5656, 0.4366)  0.2244
H (-3.3520, 4.6718, 0.4042)  0.2289
Br (-0.4878, -3.5909, -3.3279)  0.0767
C (-1.4000, -3.4708, -1.6832)  -0.1945
C (-2.3703, -4.3943, -1.3218)  -0.2100
C (-2.9703, -4.3222, -0.0797)  -0.1356
Br (-4.2886, -5.6074, 0.3765)  0.0782
C (-2.6012, -3.3224, 0.8607)  -0.0284
C (-3.0714, -3.2299, 2.1849)  -0.1217
C (-2.5546, -2.2671, 3.0196)  -0.2598
C (-1.6404, -1.3383, 2.5144)  0.0592
N (-1.2303, -1.3661, 1.2672)  -0.4224
C (-1.6513, -2.3517, 0.4586)  0.0574
C (-1.0345, -2.3957, -0.8448)  0.4094
O (-0.1708, -1.5307, -1.1808)  -0.7180
H (-2.6383, -5.1761, -2.0186)  0.2518
H (-3.8171, -3.9249, 2.5416)  0.2457
H (-2.8373, -2.2146, 4.0574)  0.2368
H (-1.2269, -0.5611, 3.1422)  0.2012
N (3.9337, -2.9901, -3.0858)  -0.8056
C (4.2262, -1.7862, -3.6224)  0.6510
O (5.0995, -1.6351, -4.4452)  -0.5801
C (3.4513, -0.5972, -3.1101)  -0.1675
C (3.8975, 0.6637, -3.5045)  -0.0825
C (3.2200, 1.7884, -3.0717)  -0.2473
C (2.1295, 1.6287, -2.2301)  0.0761
N (1.7061, 0.4291, -1.8481)  -0.4379
C (2.3276, -0.6573, -2.2941)  0.0689
H (4.4316, -3.7851, -3.4579)  0.4191
H (3.1623, -3.1607, -2.4670)  0.3960
H (4.7671, 0.7251, -4.1429)  0.2617
H (3.5252, 2.7743, -3.3778)  0.2414
H (1.5775, 2.4816, -1.8467)  0.2089
H (1.8831, -1.5987, -1.9989)  0.2324

Cartesian forces (eV/Å) of the 3 atoms listed first:
Ru -0.75 -2.81 -0.37
Br 0.08 -0.09 0.01
C 0.30 0.48 1.19

[3]
Below is 5 unconnected molecules or ions with the total composition C2H14O4S2, with properties calculated with ωB97M-V/def2-TZVPD.

Properties
**Spin multiplicity**: 2
**Calculated total energy**: -32160.9185 eV
**Expectation value of S²**: 0.754
**LUMO energy (alpha / beta)**: 2.1 / 2.1 eV
**E_HOMO (alpha / beta)**: -0.60 / -2.56 eV
**Energy relative to the best compared isomer or geometry (same formula, charge and spin)**: 1.674 eV
**Total charge**: -1
**Strongest force on any atom**: 2.57 eV/Å

Each line ends with the natural charge from an NBO analysis.
Atoms and positions in Å:
C (0.1508, 1.3616, -1.3326)  -0.7637
S (-0.8593, 1.8674, -2.7349)  -0.2870
S (-0.6683, -0.0911, -3.9889)  -0.3385
C (0.7737, -1.1609, -3.5270)  -0.7530
H (-0.0571, 1.9399, -0.4447)  0.1939
H (-0.0318, 0.3232, -1.0932)  0.1919
H (1.2321, 1.4077, -1.4935)  0.1806
H (0.4166, -1.8265, -2.7306)  0.1897
H (1.0991, -1.6650, -4.4262)  0.1973
H (1.5644, -0.6423, -3.0082)  0.1907
H (-4.1397, -2.6794, 0.2639)  0.4759
H (-3.3425, -2.8633, 1.5443)  0.4806
O (-3.9837, -3.2935, 0.9794)  -0.9572
H (4.0283, 3.4129, 4.2945)  0.4695
H (2.6931, 2.9045, 4.8020)  0.4670
O (3.4509, 2.6329, 4.2748)  -0.9362
H (1.9815, 0.7225, 2.3100)  0.4683
H (1.8671, -0.5943, 2.9815)  0.4555
O (1.8023, -0.2059, 2.1044)  -0.9233
H (-2.6410, -0.6723, -0.3749)  0.4941
H (-2.7933, -0.0304, 1.0195)  0.4711
O (-2.5433, -0.8477, 0.5804)  -0.9672

Cartesian forces (eV/Å) of the 3 atoms listed first:
C 0.40 -0.42 -0.10
S -0.20 2.30 1.14
S 0.50 -1.93 -0.83

> Which of these has the lowest spin multiplicity?

C36H72O36